# C3H6FN

One molecule with the formula C3H6FN in a non-equilibrium geometry (the ωB97M-V functional and the def2-TZVPD basis, OMol25).

Structure (XYZ):
```
11
Properties=species:S:1:pos:R:3:forces:R:3
N -1.8118 -0.3636 -0.4967 -1.8 -0.9 0.8
C -0.9180 0.0506 0.6004 1.6 -1.4 -0.5
C 0.1692 0.9239 0.0652 -0.7 0.0 -0.2
C 1.3262 0.4163 -0.2701 0.6 0.7 0.5
F 1.5126 -0.8711 0.0337 1.0 -0.8 -0.5
H -2.5346 -1.1197 -0.1915 1.8 1.9 -0.5
H -2.3525 0.4772 -0.7527 0.2 -0.8 0.0
H -0.3229 -0.7989 1.0127 -1.2 0.2 -0.2
H -1.3601 0.5625 1.4115 -1.0 0.5 1.0
H -0.0333 1.9535 -0.0539 0.0 1.0 -0.4
H 2.2086 0.9657 -0.6250 -0.4 -0.6 0.0
```
Positions in Å, forces in eV/Å.

As for the net charge: 0. The HOMO-LUMO gap comes out at 10.65 eV. As for the SMILES: NC/C=C\F. The electronic energy is -7414.50448 eV. Its lowest unoccupied orbital energy is 1.12 eV.